Formula: C20H28CoNO2Se
Source: the Open Molecules 2025 dataset
Level of theory: ωB97M-V/def2-TZVPD

Output
* DFT total energy: -4768.089943 Ha
* expectation value of S²: 6.0399
* lowest unoccupied orbital energy (spin up / spin down): 0.5 / -2.5 eV
* molecular weight: 452.34 g/mol
* energy above the lowest of the compared OMol25 structures with the same formula, charge and spin: 10.6 kcal per mole
* frontier orbital gap (spin up / spin down): 7.77 / 5.30 eV

Geometry as ORCA input:
```
! RIJCOSX wB97M-V def2-TZVPD def2/J DEFGRID3
* xyz 0 5
Se 3.24 2.63 3.75
Co 2.09 1.77 -0.71
O -1.77 -0.42 1.79
O -1.30 -2.18 -0.29
N 2.07 2.26 1.09
C -2.33 -2.94 -2.41
C 3.63 1.67 -1.93
C -0.07 -1.46 3.18
C 2.11 -0.02 -1.46
C 0.58 -1.03 1.84
C -1.64 -3.31 0.57
C 2.50 0.94 -2.43
C -0.46 -0.03 1.33
C -2.57 -2.44 -0.99
C -1.52 -0.94 3.12
C 3.97 1.11 -0.66
C 0.37 2.64 -1.61
C 2.50 2.46 2.18
C -0.23 3.15 -0.39
C 3.04 0.05 -0.38
C 1.46 3.55 -1.97
C 1.47 4.61 -1.01
C -2.99 -3.60 -0.06
C -3.52 -1.25 -0.94
C 0.44 4.37 -0.06
H -3.33 -0.65 -0.04
H 3.08 -0.64 0.46
H -2.08 -2.09 -3.06
H -0.06 1.88 -2.25
H 0.49 -0.99 3.99
H 4.80 1.42 -0.03
H 0.17 5.03 0.77
H -1.52 -3.67 -2.39
H -0.24 0.96 1.79
H -2.24 -1.73 3.36
H 1.31 -0.76 -1.59
H -0.93 -4.14 0.47
H -1.65 -0.10 3.83
H 2.01 1.13 -3.38
H 1.54 -0.52 2.02
H -4.56 -1.61 -0.90
H -3.05 -4.56 -0.58
H -1.71 -2.97 1.61
H -1.07 2.70 0.13
H 4.19 2.44 -2.45
H -0.49 0.10 0.24
H 2.11 5.49 -1.06
H 0.73 -1.84 1.12
H -3.85 -3.41 0.60
H -0.06 -2.54 3.33
H 1.99 3.57 -2.92
H -3.41 -0.66 -1.86
H -3.23 -3.43 -2.79
*
```

Atomic partial charges in e from the natural (NBO) method, atoms 1 to 6: atom 1 (Se): -0.135, atom 2 (Co): 1.158, atom 3 (O): -0.548, atom 4 (O): -0.558, atom 5 (N): -0.754, atom 6 (C): -0.625

---

Formula: C20H28F3O2Ti
Source: the Open Molecules 2025 dataset
Level of theory: ωB97M-V/def2-TZVPD

Output
* DFT total energy: -2078.366583 Ha
* expectation value of S²: 0.7559
* lowest unoccupied orbital energy (spin up / spin down): 0.5 / 0.5 eV
* molecular weight: 405.30 g/mol
* energy above the lowest of the compared OMol25 structures with the same formula, charge and spin: 34.2 kcal per mole
* frontier orbital gap (spin up / spin down): 7.52 / 8.62 eV

Geometry as ORCA input:
```
! RIJCOSX wB97M-V def2-TZVPD def2/J DEFGRID3
* xyz 0 2
Ti 1.70 -1.06 0.79
F 1.30 -3.94 -0.48
F -0.31 -3.37 0.87
F 1.67 -3.94 1.70
O 0.00 -1.04 -0.98
O -2.37 1.08 0.05
C 0.78 0.61 1.99
C 3.95 -1.67 1.13
C -2.83 2.48 0.32
C -3.97 2.47 -0.74
C 3.95 -0.32 0.65
C 3.15 -1.67 -1.06
C -0.07 -0.55 2.06
C 0.66 -1.58 2.77
C 0.17 0.35 -2.94
C -1.00 -1.55 -1.94
C -3.42 2.63 1.72
C -1.68 3.41 -0.02
C 0.23 0.34 -1.42
C -0.59 -0.93 -3.28
C 1.05 -3.22 0.68
C 3.45 -0.32 -0.70
C -3.40 1.08 -1.02
C 3.46 -2.50 0.08
C 1.94 -1.07 3.13
C 2.01 0.29 2.67
H 2.81 1.00 2.90
H 0.27 -2.53 3.13
H 3.52 -3.58 0.12
H -3.91 3.19 -1.57
H -0.94 -2.64 -1.89
H 4.36 0.55 1.16
H 0.11 -1.64 -3.76
H -4.21 1.88 1.85
H -4.12 0.26 -0.86
H 1.16 0.29 -3.40
H 2.68 -1.61 3.73
H 3.44 0.52 -1.40
H 0.49 1.57 1.56
H 1.16 0.81 -1.02
H -3.87 3.63 1.88
H -1.28 3.13 -1.01
H -2.63 2.48 2.47
H -1.35 -0.78 -4.05
H -0.87 3.24 0.70
H -1.11 -0.60 1.70
H -5.00 2.48 -0.34
H -2.94 0.99 -2.02
H 2.86 -2.01 -2.06
H 4.36 -2.06 2.06
H -0.63 0.92 -1.04
H -0.29 1.26 -3.30
H -1.99 -1.23 -1.59
H -1.98 4.47 0.01
*
```

Atomic partial charges in e from the natural (NBO) method, atoms 1 to 6: atom 1 (Ti): 0.819, atom 2 (F): -0.383, atom 3 (F): -0.379, atom 4 (F): -0.391, atom 5 (O): -0.531, atom 6 (O): -0.563

---

Formula: C20H28F6GeN2ORhTe
Source: the Open Molecules 2025 dataset
Level of theory: ωB97M-V/def2-TZVPD

Output
* DFT total energy: -4018.304373 Ha
* lowest unoccupied orbital energy (spin up / spin down): 2.0 / 2.0 eV
* molecular weight: 729.56 g/mol
* energy above the lowest of the compared OMol25 structures with the same formula, charge and spin: 57.7 kcal per mole
* frontier orbital gap (spin up / spin down): 5.61 / 5.64 eV

Geometry as ORCA input:
```
! RIJCOSX wB97M-V def2-TZVPD def2/J DEFGRID3
* xyz -1 1
Te 0.70 0.30 0.90
Rh -0.61 0.72 -1.24
Ge -1.59 -2.45 0.04
F -1.26 -0.02 -5.39
F -4.51 2.59 -5.04
F -2.78 3.76 -4.44
F -1.14 2.10 -5.80
F -2.88 0.96 -6.44
F -4.09 2.92 -2.95
O -1.66 1.58 -3.13
N 0.48 3.04 -2.97
N 0.83 2.35 -1.89
C 2.08 0.14 5.13
C 0.16 -3.26 -0.48
C -1.91 -0.78 -0.88
C -3.57 0.20 -3.73
C 2.34 3.96 -2.27
C -1.70 -2.49 2.04
C 3.93 -1.02 6.37
C -3.51 2.66 -4.13
C 1.35 4.03 -3.23
C 3.67 -1.10 3.86
C 1.96 2.88 -1.45
C 3.54 -1.29 1.37
C 1.87 0.03 2.74
C -2.63 1.38 -4.03
C 3.21 -0.65 5.10
C 0.16 1.34 4.09
C -2.91 -3.87 -0.43
C -1.98 1.11 -5.43
C 3.01 -0.77 2.68
C 1.39 0.49 3.97
H 3.67 -0.47 0.66
H 3.28 -1.60 7.03
H -0.41 2.72 -3.40
H 4.55 -1.73 3.82
H -2.63 -4.80 0.08
H -2.95 -0.69 -3.60
H -4.08 0.41 -2.79
H 3.20 4.60 -2.18
H 2.45 2.48 -0.58
H -0.17 1.70 3.12
H -0.93 -3.15 2.44
H -2.93 -0.68 -1.26
H 0.66 -3.69 0.39
H -0.02 -4.07 -1.20
H -0.66 0.76 4.53
H 1.71 0.50 6.08
H -2.94 -4.07 -1.50
H 2.82 -1.98 0.92
H 4.23 -0.12 6.92
H -1.55 -1.50 2.47
H 0.34 2.20 4.74
H -2.68 -2.85 2.35
H 4.49 -1.80 1.50
H 0.81 -2.52 -0.93
H -4.29 0.04 -4.53
H -3.92 -3.61 -0.11
H 1.20 4.69 -4.07
H 4.82 -1.61 6.16
*
```

Atomic partial charges in e from the natural (NBO) method, atoms 1 to 6: atom 1 (Te): -0.414, atom 2 (Rh): 0.520, atom 3 (Ge): 1.514, atom 4 (F): -0.326, atom 5 (F): -0.340, atom 6 (F): -0.333

---

Formula: C20H28FN5O3S
Source: the Open Molecules 2025 dataset
Level of theory: ωB97M-V/def2-TZVPD

Output
* DFT total energy: -1776.440379 Ha
* SMILES: CN(C)CCNC(=O)c1onc(CSc2ccc(F)cc2)c1C(=O)NCCN(C)C
* lowest unoccupied orbital energy: -0.1 eV
* molecular weight: 437.54 g/mol
* energy above the lowest of the compared OMol25 structures with the same formula, charge and spin: 5.9 kcal per mole
* frontier orbital gap: 8.09 eV

Geometry as ORCA input:
```
! RIJCOSX wB97M-V def2-TZVPD def2/J DEFGRID3
* xyz 0 1
S -2.27 -4.57 -1.69
F 0.14 0.06 -4.37
O 0.78 0.38 1.05
O -3.11 -0.77 -1.09
O -0.46 -2.81 1.95
N 4.74 -0.12 3.63
N -1.16 0.36 -0.90
N -2.18 3.93 -1.55
N -1.40 -3.62 1.45
N 1.13 -0.92 2.87
C -2.02 -2.98 0.49
C -3.06 -3.62 -0.33
C 4.83 0.00 5.07
C 0.53 -0.63 1.71
C -1.46 -1.67 0.33
C -0.47 -1.63 1.29
C -2.00 -0.65 -0.61
C 4.99 1.14 2.96
C -1.86 2.71 -0.84
C -3.40 3.85 -2.32
C -1.72 -1.34 -4.05
C 2.22 -0.13 3.41
C 0.37 -1.78 -2.92
C -2.28 -2.44 -3.43
C -1.52 -3.19 -2.55
C -1.09 4.48 -2.31
C 3.58 -0.83 3.16
C -0.20 -2.87 -2.30
C -1.56 1.47 -1.72
C -0.40 -1.02 -3.78
H -3.70 4.86 -2.60
H -3.31 -2.70 -3.61
H 3.57 -1.81 3.64
H 4.30 1.94 3.27
H -0.31 0.47 -0.35
H -3.61 -4.37 0.25
H -0.85 3.91 -3.22
H 2.05 0.01 4.48
H -0.75 1.70 -2.42
H 1.40 -1.50 -2.73
H 6.01 1.46 3.19
H 3.69 -0.98 2.08
H -4.19 3.40 -1.72
H -2.70 2.47 -0.18
H -2.29 -0.73 -4.73
H 0.38 -3.48 -1.62
H -3.72 -2.87 -0.77
H 4.12 0.72 5.49
H -0.98 2.91 -0.22
H 4.90 1.00 1.89
H -1.36 5.50 -2.61
H 5.84 0.32 5.33
H -0.20 4.53 -1.68
H -2.45 1.17 -2.27
H -3.29 3.25 -3.25
H 2.19 0.83 2.90
H 0.92 -1.80 3.32
H 4.65 -0.98 5.52
*
```

Atomic partial charges in e from the natural (NBO) method, atoms 1 to 6: atom 1 (S): 0.235, atom 2 (F): -0.338, atom 3 (O): -0.637, atom 4 (O): -0.648, atom 5 (O): -0.275, atom 6 (N): -0.435